[1]
{
  "formula": "C13H15ClN2OP",
  "method": "the ωB97M-V functional and the def2-TZVPD basis",
  "elements": ["C", "C", "C", "N", "N", "C", "P", "O", "Cl", "C", "C", "C", "H", "H", "H", "H", "H", "H", "H", "H", "H", "C", "C", "C", "C", "C", "C", "H", "H", "H", "H", "H", "H"],
  "coordinates": [[5.356, 1.637, -1.012], [4.173, 1.704, -1.691], [2.972, 0.786, -1.489], [3.129, -0.564, -1.414], [2.235, -1.510, -1.276], [0.963, -1.110, -1.187], [-0.369, -2.444, -1.034], [0.055, -3.568, -2.201], [-2.131, -1.536, -1.705], [0.512, 0.324, -1.214], [1.586, 1.320, -1.375], [1.238, 2.831, -1.421], [5.908, 2.584, -0.824], [5.740, 0.626, -0.720], [4.074, 2.473, -2.502], [4.104, -0.885, -1.475], [0.996, -3.466, -2.459], [-0.554, 0.622, -1.143], [0.302, 2.932, -2.035], [2.093, 3.377, -1.897], [0.984, 3.255, -0.410], [-2.717, -0.049, 3.308], [-2.429, -0.328, 1.977], [-3.324, -1.065, 1.210], [-4.512, -1.516, 1.774], [-4.801, -1.234, 3.103], [-3.902, -0.504, 3.871], [-2.017, 0.523, 3.906], [-1.503, 0.031, 1.537], [-3.093, -1.287, 0.172], [-5.213, -2.087, 1.175], [-5.729, -1.584, 3.541], [-4.126, -0.289, 4.909]],
  "lowdin_charge": [0.0776, -0.1013, -0.0880, 0.0659, 0.0740, -0.3746, 0.6619, -0.3398, 0.3229, 0.0485, -0.1112, -0.0238, 0.0949, 0.0870, 0.1282, 0.1855, 0.0550, 0.0947, 0.1043, 0.0802, 0.1136, -0.0967, -0.1108, -0.1390, -0.0839, -0.0843, -0.0875, 0.1004, 0.0793, -0.0486, 0.1048, 0.1058, 0.1048],
  "energy_ev": -40554.2795,
  "charge": 1,
  "lumo_energy_ev": -5.29,
  "largest_force_ev_per_a": 4.2,
  "orbital_gap_ev": 6.0
}

***

[2]
{
  "formula": "C13H15HgN3S",
  "method": "the ωB97M-V functional and the def2-TZVPD basis",
  "elements": ["Hg", "C", "C", "C", "C", "C", "C", "N", "N", "C", "C", "C", "C", "C", "N", "H", "H", "H", "H", "H", "H", "H", "H", "H", "C", "S", "C", "H", "H", "H", "H", "H", "H"],
  "coordinates": [[-1.871, -1.113, 0.290], [0.547, 4.741, 1.309], [0.672, 4.675, -0.094], [0.603, 3.400, -0.666], [0.320, 2.299, 0.093], [0.051, 2.391, 1.440], [0.149, 3.627, 2.012], [0.256, 0.974, -0.461], [0.571, 0.926, -1.649], [0.419, -0.344, -2.272], [0.658, -0.340, -3.626], [0.514, -1.573, -4.322], [0.075, -2.682, -3.606], [-0.225, -2.519, -2.284], [-0.101, -1.383, -1.603], [0.774, 5.694, 1.750], [0.896, 5.488, -0.706], [0.804, 3.192, -1.714], [-0.215, 1.458, 1.922], [-0.014, 3.821, 3.094], [0.993, 0.538, -4.160], [0.786, -1.599, -5.347], [-0.034, -3.655, -4.048], [-0.549, -3.360, -1.702], [-0.500, -1.829, 4.090], [0.088, -2.273, 2.435], [-0.862, -3.646, 1.791], [-0.611, -2.710, 4.742], [-1.443, -1.287, 4.109], [0.289, -1.150, 4.425], [-1.922, -3.522, 1.851], [-0.499, -4.607, 2.187], [-0.616, -3.632, 0.718]],
  "lowdin_charge": [0.8591, -0.0569, -0.0262, -0.0237, -0.2770, -0.0412, -0.0853, 0.0518, 0.0674, -0.3189, 0.0267, 0.0022, -0.0383, -0.1631, 0.0163, 0.1092, 0.0906, 0.1078, 0.0937, 0.1251, 0.1216, 0.1082, 0.1154, 0.0939, -0.3828, 0.7244, -0.4849, 0.0571, 0.0373, 0.0365, 0.0067, 0.0559, -0.0086],
  "energy_ev": -33195.9310,
  "charge": 1,
  "lumo_energy_ev": [-3.88, -6.56],
  "largest_force_ev_per_a": 2.9,
  "orbital_gap_ev": [8.0, 5.3],
  "spin_multiplicity": 2
}